Record 1
Density functional theory data (ωB97M-V/def2-TZVPD) for the molecule C2H2O2S at a distorted geometry.

XYZ file:
```
7
Properties=species:S:1:pos:R:3:forces:R:3:lowdin_charge:R:1
C -0.083 -0.066 -0.090 0.538 0.524 0.008 -0.92
C 1.176 -0.262 0.632 0.429 -0.325 1.729 -0.01
O 1.324 -0.353 -0.618 -0.157 -0.248 -1.333 0.03
O -1.006 -0.997 -0.291 -0.285 -2.667 0.531 0.00
S -0.614 1.557 -0.398 -2.274 -0.763 -3.077 0.92
H -0.813 -1.865 0.198 -0.201 1.875 -0.860 0.17
H 0.018 1.986 0.567 1.952 1.605 3.003 -0.19
```
Forces are in eV/Å.

The max |F| comes out at 0.076 Eh/bohr. As for the HOMO energy: -9.15 eV. The net charge is 0. The value obtained for the energy relative to the best compared isomer or geometry (same formula, charge and spin) is 81.5 kcal/mol. The orbital gap is 9.44 eV.

Record 2
Density functional theory data (ωB97M-V/def2-TZVPD) for a cluster of 2 separate species, C2H2O2S in total at a distorted geometry.

XYZ file:
```
7
Properties=species:S:1:pos:R:3:forces:R:3:lowdin_charge:R:1
C -0.787 -2.048 1.283 -0.497 1.203 -5.042 0.02
C -0.871 -1.826 0.112 -0.635 1.375 -1.325 0.00
O 0.512 2.206 -1.915 0.422 -0.933 0.991 -0.45
O 1.656 3.316 -0.140 0.809 0.946 1.219 -0.43
S 1.207 2.079 -0.648 -1.239 -0.041 -2.192 0.86
H -0.639 -2.359 2.180 0.751 -1.665 5.265 -0.05
H -1.078 -1.367 -0.871 0.389 -0.885 1.084 0.04
```
Forces are in eV/Å.

The max |F| comes out at 0.108 Eh/bohr. As for the HOMO energy: -11.02 eV. The net charge is 0. The value obtained for the energy relative to the best compared isomer or geometry (same formula, charge and spin) is 59.4 kcal/mol. The orbital gap is 9.81 eV.